Entry 1:
16
Properties=species:S:1:pos:R:3 method="wB97M-V/def2-TZVPD" orbital_gap_ev="5.9 / 6.4" homo_energy_ev="-7.89 / -7.86" multiplicity=1 de_lowest_kcal_mol=73.4
C 2.53 -0.93 1.38
C -0.86 1.15 -1.66
N 1.54 -0.11 0.73
N -1.33 0.25 -0.72
P -3.05 0.13 -0.63
P -0.55 -0.74 0.44
S 1.80 1.48 0.93
S -2.69 -1.42 0.84
Cl -3.52 1.81 0.31
Cl 0.08 -2.36 -0.57
H 3.11 -1.44 0.68
H 3.06 -0.51 2.22
H 1.92 -1.74 1.77
H 0.17 1.00 -1.98
H -1.50 1.32 -2.44
H -0.71 2.10 -1.29

Entry 2:
13
Properties=species:S:1:pos:R:3 method="wB97M-V/def2-TZVPD" orbital_gap_ev=9.8 homo_energy_ev=-9.47 multiplicity=1 smiles="SP(Cl)Cl.C=NC" de_lowest_kcal_mol=36.8
C 1.12 0.02 2.24
C 1.00 -0.16 -0.06
N 0.38 -0.20 1.01
P -3.28 0.58 -0.66
S -2.92 -1.31 0.09
Cl -3.75 1.78 0.93
Cl -5.18 0.49 -1.40
H 2.12 0.43 2.06
H 0.57 0.34 3.18
H 1.41 -0.97 2.54
H 0.26 -0.36 -0.86
H -3.67 -1.13 1.28
H 2.05 0.03 -0.27